# 1
ORCA calculation (the ωB97M-V functional and the def2-TZVPD basis) on a 6-piece molecular cluster, C22H50B2Cl10N3O8P2 overall at a distorted geometry.

Geometry as ORCA input:
```
! wB97M-V def2-TZVPD RIJCOSX def2/J DEFGRID3
* xyz -1 1
C 2.29 -2.18 5.02
C 2.05 -2.22 3.45
B 1.63 -0.79 2.89
O 2.51 0.26 3.32
P 0.22 -0.24 1.68
N -0.98 0.48 0.55
C 1.49 -0.70 0.30
C 0.95 -1.15 -1.10
C 0.80 0.00 -2.16
C 2.16 0.45 -2.81
C 2.54 1.86 -2.24
O 2.65 2.88 -3.28
C 3.51 3.86 -2.86
C 3.48 4.38 -1.40
O 4.30 4.31 -3.63
N -1.01 0.13 3.03
C -0.62 0.00 4.16
O -0.36 0.40 5.22
B 0.85 1.64 1.85
O 1.93 2.25 1.14
N 0.12 2.66 2.71
C 1.12 3.46 3.47
C -0.73 3.54 1.89
P -0.76 -2.27 1.60
O -2.06 -2.34 0.85
O 0.21 -3.47 0.96
O -1.17 -2.90 3.12
H 2.97 -3.05 5.26
H 2.84 -1.28 5.35
H 1.31 -2.32 5.51
H 3.06 -2.46 3.02
H 1.42 -3.11 3.26
H 3.41 -0.05 3.14
H -0.66 1.34 0.12
H -1.40 -0.13 -0.14
H 2.03 -1.60 0.70
H 2.32 0.01 0.12
H 1.72 -1.84 -1.53
H 0.00 -1.72 -1.10
H 0.19 -0.44 -2.98
H 0.23 0.88 -1.80
H 2.98 -0.28 -2.68
H 1.99 0.57 -3.90
H 1.80 2.23 -1.49
H 3.50 1.74 -1.68
H 2.43 4.44 -1.04
H 3.98 5.36 -1.34
H 4.08 3.69 -0.76
H 1.63 2.97 0.56
H 1.35 4.43 2.98
H 0.73 3.62 4.51
H 2.08 2.91 3.60
H -0.73 4.55 2.38
H -0.43 3.64 0.81
H -1.78 3.19 2.00
H -0.33 -4.01 0.35
H -2.05 -2.52 3.28
Cl 4.97 0.34 -6.68
C 5.76 1.68 -5.81
C 6.95 2.23 -6.55
Cl 8.31 1.08 -6.60
H 6.03 1.32 -4.82
H 5.00 2.45 -5.69
H 7.31 3.13 -6.05
H 6.69 2.49 -7.58
Cl -4.31 3.59 1.62
C -5.08 2.99 3.11
C -4.35 3.44 4.35
Cl -2.75 2.67 4.51
H -5.13 1.91 3.05
H -6.09 3.38 3.12
H -4.92 3.16 5.24
H -4.20 4.52 4.36
Cl -2.83 -1.82 -2.38
C -4.33 -2.06 -1.46
C -5.26 -3.04 -2.14
Cl -5.96 -2.38 -3.65
H -4.80 -1.09 -1.31
H -4.03 -2.45 -0.48
H -6.10 -3.26 -1.48
H -4.76 -3.97 -2.38
Cl -8.92 0.92 -6.89
C -7.40 -0.01 -6.74
C -7.05 -0.74 -8.01
Cl -8.18 -2.07 -8.36
H -7.51 -0.70 -5.90
H -6.62 0.70 -6.49
H -6.06 -1.18 -7.92
H -7.04 -0.07 -8.87
Cl 3.80 -5.82 4.64
C 2.28 -6.07 5.53
C 1.36 -7.05 4.83
Cl 0.71 -6.39 3.31
H 1.80 -5.10 5.66
H 2.55 -6.46 6.51
H 0.51 -7.28 5.47
H 1.87 -7.99 4.61
*
```

The HOMO-LUMO gap is 6.455 eV. The HOMO energy is -0.1585 hartree. The value obtained for the total energy is -189634.397 eV. The calculation puts the molar mass at 922.8 g/mol.

=====

# 2
ORCA calculation (the ωB97M-V functional and the def2-TZVPD basis) on a 8-piece molecular cluster, C22H50Cl4N6O6 overall at a distorted geometry.

Geometry as ORCA input:
```
! wB97M-V def2-TZVPD RIJCOSX def2/J DEFGRID3
* xyz 0 1
C 0.16 -13.99 15.40
N -0.68 -14.04 16.60
C -2.05 -13.58 16.33
C -0.18 -14.23 17.84
O -0.78 -14.07 18.94
H 1.03 -14.61 15.61
H 0.43 -12.96 15.14
H -0.47 -14.23 14.55
H -2.04 -12.53 16.02
H -2.43 -14.22 15.54
H -2.68 -13.73 17.21
H 0.87 -14.55 17.71
C 3.93 -14.88 11.07
N 3.13 -16.09 11.34
C 2.84 -16.98 10.27
C 2.51 -16.18 12.50
O 1.73 -17.04 12.78
H 4.77 -15.05 10.40
H 4.14 -14.32 11.98
H 3.26 -14.21 10.53
H 2.51 -16.36 9.44
H 3.79 -17.42 9.96
H 1.98 -17.63 10.40
H 2.81 -15.35 13.16
C -4.95 -17.42 9.61
N -4.68 -18.80 9.20
C -4.34 -18.93 7.77
C -4.59 -19.82 10.05
O -4.32 -20.99 9.81
H -4.13 -16.75 9.33
H -5.08 -17.39 10.69
H -5.84 -16.97 9.18
H -4.00 -19.92 7.48
H -5.22 -18.77 7.15
H -3.60 -18.22 7.40
H -4.77 -19.47 11.08
C -2.51 -17.99 17.24
N -1.87 -18.23 15.94
C -1.04 -17.19 15.48
C -1.80 -19.43 15.45
O -1.21 -19.75 14.44
H -3.25 -18.73 17.56
H -3.09 -17.07 17.27
H -1.89 -17.81 18.12
H -0.56 -17.39 14.52
H -1.68 -16.31 15.35
H -0.21 -16.88 16.12
H -2.24 -20.19 16.11
C 1.48 -9.99 8.36
N 1.22 -10.68 9.57
C -0.13 -10.52 10.15
C 2.07 -11.59 10.08
O 1.77 -12.35 11.01
H 1.01 -9.02 8.45
H 0.94 -10.51 7.57
H 2.56 -9.92 8.18
H -0.29 -9.45 10.29
H -0.96 -10.81 9.50
H -0.33 -11.08 11.06
H 3.04 -11.61 9.56
C -6.09 -17.03 16.15
N -6.00 -17.34 14.73
C -5.59 -16.26 13.89
C -5.97 -18.60 14.30
O -5.86 -18.98 13.14
H -6.82 -16.22 16.23
H -5.25 -16.58 16.67
H -6.29 -17.90 16.79
H -4.95 -16.67 13.10
H -6.41 -15.83 13.31
H -5.05 -15.52 14.48
H -6.32 -19.27 15.11
Cl 0.73 -21.70 10.83
C 0.45 -20.28 9.78
C -0.47 -19.30 10.53
Cl -0.72 -17.91 9.45
H 0.00 -20.61 8.84
H 1.41 -19.83 9.53
H 0.07 -18.96 11.42
H -1.49 -19.65 10.69
Cl -2.88 -16.31 11.90
C -1.28 -15.71 12.14
C -1.13 -14.26 11.65
Cl -1.93 -13.08 12.67
H -0.54 -16.36 11.66
H -0.95 -15.75 13.17
H -1.55 -14.14 10.65
H -0.08 -13.97 11.61
*
```

The SMILES is CN(C)C=O.CN(C)C=O.CN(C)C=O.CN(C)C=O.CN(C)C=O.CN(C)C=O.ClCCCl.ClCCCl. The HOMO-LUMO gap is 9.063 eV. The HOMO energy is -0.3256 hartree. The energy above the lowest of the compared OMol25 structures with the same formula, charge and spin is 115.85 kcal/mol. The value obtained for the total energy is -94939.340 eV. The calculation puts the molar mass at 636.5 g/mol.

=====

# 3
ORCA calculation (the ωB97M-V functional and the def2-TZVPD basis) on C22H50IrN3P3S as an isolated structure at a distorted geometry.

Geometry as ORCA input:
```
! wB97M-V def2-TZVPD RIJCOSX def2/J DEFGRID3
* xyz 4 6
Ir 0.07 -0.08 -0.52
P 2.32 -1.00 0.27
P -0.02 0.64 1.63
P 1.24 -0.44 -2.50
H -2.11 3.56 -1.88
C -1.73 2.54 -2.02
C -1.97 1.45 -1.29
H -2.81 1.48 -0.60
C 3.61 0.31 0.31
C 2.62 -1.83 1.88
C 3.03 -2.36 -0.78
C -1.76 1.12 1.80
C 0.21 -0.32 3.19
C 1.01 2.12 1.90
C 0.23 0.57 -3.62
C 1.05 -2.06 -3.36
C 2.81 0.41 -2.93
H -1.24 2.53 -2.97
H -1.76 0.45 -1.65
H 4.54 -0.12 0.70
H 3.30 1.13 0.98
H 3.80 0.73 -0.68
H 3.55 -2.41 1.82
H 1.80 -2.52 2.10
H 2.72 -1.10 2.69
H 3.92 -2.76 -0.27
H 3.32 -2.01 -1.79
H 2.28 -3.17 -0.87
H -2.22 0.55 2.60
H -2.30 0.89 0.89
H -1.87 2.18 2.01
H 1.19 -0.12 3.65
H 0.10 -1.39 2.99
H -0.56 -0.01 3.91
H 0.41 2.90 2.37
H 1.37 2.50 0.94
H 1.85 1.90 2.57
H 0.83 0.87 -4.49
H -0.03 1.44 -3.02
H -0.68 0.07 -3.95
H 1.79 -2.14 -4.17
H 0.05 -2.10 -3.80
H 1.17 -2.92 -2.70
H 2.79 0.67 -3.99
H 3.71 -0.18 -2.75
H 2.89 1.36 -2.39
C -1.50 5.11 0.83
C -0.42 4.76 0.02
C 0.84 5.33 0.24
C 1.04 6.17 1.34
C 0.02 6.37 2.26
C -1.24 5.85 1.99
S -3.15 4.72 0.43
H -2.87 3.98 -0.60
H -0.54 3.97 -0.72
H 1.66 5.14 -0.48
H 2.03 6.60 1.53
H 0.15 7.07 3.09
H -2.07 5.99 2.67
C -2.56 -3.49 -2.10
N -2.21 -3.66 -0.69
C -2.59 -4.92 -0.09
C -1.49 -2.72 -0.06
N -1.27 -1.61 -0.75
N -1.09 -2.91 1.28
C -0.17 -4.03 1.56
C -2.13 -2.70 2.30
H -3.06 -4.42 -2.40
H -1.68 -3.32 -2.76
H -3.27 -2.65 -2.25
H -1.74 -5.61 -0.05
H -2.95 -4.73 0.93
H -3.40 -5.30 -0.71
H -1.91 -1.49 -1.55
H 0.26 -3.88 2.57
H -0.71 -5.00 1.52
H 0.65 -4.05 0.81
H -1.71 -2.96 3.27
H -2.42 -1.64 2.30
H -2.99 -3.32 2.09
*
```

The expectation value of S² is 8.80. The HOMO-LUMO gap (alpha / beta) is 7.206 / 5.734 eV. The HOMO energy (alpha / beta) is -0.6649 / -0.7411 hartree. The energy above the lowest of the compared OMol25 structures with the same formula, charge and spin is 35.83 kcal/mol. The value obtained for the total energy is -69590.672 eV. The calculation puts the molar mass at 673.9 g/mol.